# C14H20N2O

A cluster of 2 separate species, C14H20N2O in total (ωB97M-V with the def2-TZVPD basis set, the Open Molecules 2025 dataset).

energy above the lowest of the compared OMol25 structures with the same formula, charge and spin = 331.5 kJ/mol
SMILES = Cc1c[nH]c2ccccc12.CCN(C)C(C)=O
E_LUMO = 0.0264 Ha
Kohn-Sham gap = 0.3250 Eh

The geometry in ORCA input format:
```
! RIJCOSX wB97M-V def2-TZVPD def2/J DEFGRID3
* xyz 0 1
C -3.483 -3.075 -0.809
C -3.103 -1.684 -1.275
C -2.845 -1.101 -2.482
N -2.511 0.281 -2.221
C -2.535 0.436 -0.866
C -1.977 1.524 -0.154
C -1.824 1.407 1.217
C -2.367 0.266 1.857
C -2.884 -0.793 1.197
C -2.931 -0.734 -0.218
H -3.489 -3.060 0.277
H -2.886 -3.892 -1.211
H -4.425 -3.547 -1.121
H -2.757 -1.468 -3.484
H -2.603 1.019 -2.898
H -1.426 2.315 -0.665
H -1.448 2.250 1.787
H -2.309 0.231 2.989
H -3.399 -1.642 1.641
C 2.751 2.611 -0.800
C 2.879 1.923 0.630
N 3.614 0.700 0.790
C 5.044 0.822 0.439
C 3.228 -0.671 0.845
C 1.749 -0.689 1.163
O 4.024 -1.568 0.782
H 3.801 2.592 -1.051
H 2.285 3.508 -1.071
H 2.491 1.820 -1.707
H 3.156 2.687 1.354
H 1.795 1.734 0.716
H 5.404 1.858 0.155
H 5.451 0.500 1.519
H 5.267 0.018 -0.242
H 1.147 -0.654 0.232
H 1.320 -1.545 1.648
H 1.330 0.143 1.784
*
```

=====

# C14H21BF9NO7P

A cluster of 2 separate species, C14H21BF9NO7P in total (ωB97M-V with the def2-TZVPD basis set, the Open Molecules 2025 dataset).

E_LUMO = 0.0806 Ha
Kohn-Sham gap = 0.2509 Eh

The geometry in ORCA input format:
```
! RIJCOSX wB97M-V def2-TZVPD def2/J DEFGRID3
* xyz -1 1
N -2.709 1.450 1.126
P -3.546 0.681 2.437
O -5.123 0.976 2.098
C -3.332 -1.101 1.893
O -4.646 -1.628 1.793
B -4.434 -3.092 1.696
C -4.428 -3.679 0.141
C -3.300 -3.236 -0.689
O -2.400 -3.932 -1.126
O -3.160 -3.299 2.441
C -2.699 -2.045 2.901
C -1.177 -2.167 2.955
C -0.482 -2.134 1.591
C 0.820 -1.384 1.631
F 0.619 -0.134 2.164
F 1.749 -1.992 2.426
C 1.463 -1.090 0.257
F 2.542 -0.284 0.475
F 0.600 -0.406 -0.530
C 2.013 -2.311 -0.510
F 1.111 -3.308 -0.578
F 3.092 -2.776 0.156
C 2.459 -1.988 -1.969
F 1.395 -2.081 -2.789
F 2.980 -0.760 -2.090
F 3.373 -2.888 -2.366
H -2.045 2.121 1.474
H -3.327 1.899 0.465
H -5.346 0.698 1.205
H -2.849 -1.061 0.917
H -5.328 -3.738 2.260
H -5.339 -3.294 -0.321
H -4.470 -4.764 0.094
H -3.240 -2.146 -0.896
H -3.050 -1.854 3.917
H -0.983 -3.139 3.391
H -0.758 -1.450 3.656
H -0.282 -3.155 1.294
H -1.085 -1.703 0.804
C 4.288 2.174 -2.655
C 5.092 3.434 -2.888
O 4.252 4.558 -3.198
C 3.631 5.106 -2.159
O 3.745 4.781 -1.008
O 2.869 6.103 -2.612
C 2.088 6.744 -1.602
H 3.640 1.974 -3.509
H 4.951 1.321 -2.511
H 3.655 2.265 -1.774
H 5.736 3.314 -3.757
H 5.725 3.672 -2.033
H 2.714 7.080 -0.779
H 1.319 6.068 -1.233
H 1.619 7.601 -2.076
*
```

=====

# C14H21BN4V

A structure of composition C14H21BN4V (ωB97M-V with the def2-TZVPD basis set, the Open Molecules 2025 dataset).

energy above the lowest of the compared OMol25 structures with the same formula, charge and spin = 0.0 kJ/mol
expectation value of S² = 3.7697
E_LUMO (spin up / spin down) = 0.0264 / -0.0192 Ha
Kohn-Sham gap (spin up / spin down) = 0.2902 / 0.2818 Eh

The geometry in ORCA input format:
```
! RIJCOSX wB97M-V def2-TZVPD def2/J DEFGRID3
* xyz 0 4
C -0.090 2.601 -1.138
C -1.519 -0.221 -1.344
C 0.787 1.348 -1.157
H 0.432 3.378 -1.725
C -0.456 -1.139 -1.802
H -2.370 -0.713 -0.854
H 1.724 1.488 -0.596
H -0.653 -2.218 -1.726
C 1.020 0.788 -2.582
H 2.097 0.864 -2.820
H 0.519 1.450 -3.307
C -1.470 2.406 -1.806
H -1.473 2.962 -2.762
H -2.216 2.910 -1.170
C -1.951 0.987 -2.169
H -1.718 0.780 -3.226
H -3.051 1.035 -2.113
C 0.541 -0.672 -2.831
H 0.102 -0.717 -3.848
H 1.414 -1.351 -2.864
V 0.068 -0.136 -0.220
H -0.194 3.080 -0.164
B 0.092 -2.513 1.974
N -0.914 -1.336 2.274
C -1.640 -1.095 3.375
C -2.230 0.163 3.266
C -1.844 0.677 2.024
N -1.020 -0.234 1.435
N 1.485 -1.790 1.784
C 2.596 -1.869 2.537
C 3.534 -0.947 2.057
C 2.934 -0.320 0.960
N 1.691 -0.852 0.780
H -0.256 -3.141 1.007
H 0.175 -3.224 2.947
H -1.683 -1.815 4.177
H -2.852 0.643 3.992
H -2.090 1.613 1.539
H 2.655 -2.572 3.353
H 4.515 -0.749 2.441
H 3.311 0.450 0.298
*
```

=====

# C14H21CrF5IOP2

A structure of composition C14H21CrF5IOP2 (ωB97M-V with the def2-TZVPD basis set, the Open Molecules 2025 dataset).

expectation value of S² = 3.9071
E_LUMO (spin up / spin down) = -0.3658 / -0.3678 Ha
Kohn-Sham gap (spin up / spin down) = 0.2119 / 0.2158 Eh

The geometry in ORCA input format:
```
! RIJCOSX wB97M-V def2-TZVPD def2/J DEFGRID3
* xyz 2 4
C 2.076 1.628 -1.201
I -2.340 0.010 0.388
H 1.971 2.716 -1.277
H 2.309 1.234 -2.199
H 2.926 1.408 -0.543
Cr 0.305 0.814 -0.412
P -0.695 0.940 -2.612
C -0.614 -0.611 -3.551
C -2.478 1.307 -2.579
H -2.803 1.651 -3.562
H -0.658 2.247 -4.637
H -2.667 2.092 -1.839
H -0.039 3.164 -3.224
H -1.093 -1.396 -2.985
H -3.037 0.415 -2.282
C -0.031 2.194 -3.738
H -1.115 -0.504 -4.520
H 1.001 1.942 -4.004
H 0.435 -0.898 -3.698
P 1.085 0.954 1.829
C 1.888 -0.558 2.413
C 2.312 2.245 2.124
H -0.926 2.208 2.493
H 0.164 1.747 3.885
H -0.924 0.572 3.118
C -0.280 1.444 2.930
H 1.952 3.194 1.704
H 2.422 2.328 3.212
H 2.113 -0.457 3.446
H 2.704 -0.829 1.787
H 3.253 1.956 1.647
H 1.174 -1.438 2.344
C 1.167 -1.035 -0.505
O 1.929 -1.837 -0.922
F -0.294 -1.079 3.830
C -0.663 -1.596 2.522
C -0.329 -1.337 0.705
C -0.764 -2.442 -0.001
F -0.773 -2.393 -1.315
C -1.291 -3.555 0.564
F -1.582 -4.523 -0.290
C -1.773 -3.655 1.870
F -2.457 -4.722 2.209
C -1.529 -2.646 2.820
F -2.035 -2.896 4.053
*
```

=====

# C14H21F4N2PtSe2

A structure of composition C14H21F4N2PtSe2 (ωB97M-V with the def2-TZVPD basis set, the Open Molecules 2025 dataset).

energy above the lowest of the compared OMol25 structures with the same formula, charge and spin = 0.0 kJ/mol
E_LUMO = -0.0983 Ha
Kohn-Sham gap = 0.3119 Eh

The geometry in ORCA input format:
```
! RIJCOSX wB97M-V def2-TZVPD def2/J DEFGRID3
* xyz 1 1
Pt -0.709 -0.179 -0.561
C 1.288 0.684 -2.566
N 0.185 -0.301 -2.465
C -0.732 -0.109 -3.608
C 0.727 -1.693 -2.529
C 1.484 -1.984 -1.263
N 0.589 -1.666 -0.148
C 1.264 -1.589 1.087
C 0.926 -2.468 2.118
F -0.020 -3.384 1.922
C 1.551 -2.403 3.354
F 1.185 -3.262 4.306
C 2.546 -1.479 3.606
C 2.895 -0.606 2.594
F 3.836 0.319 2.802
C 2.259 -0.652 1.368
F 2.583 0.264 0.437
H 1.827 0.540 -3.507
H 1.972 0.568 -1.730
H 0.874 1.689 -2.541
H -0.209 -0.336 -4.540
H -1.068 0.926 -3.647
H -1.590 -0.769 -3.504
H 1.349 -1.795 -3.423
H -0.130 -2.361 -2.611
H 2.429 -1.430 -1.246
H 1.739 -3.048 -1.237
H 3.041 -1.444 4.566
C -0.682 0.981 2.718
Se -1.654 -0.318 1.650
C -3.308 0.704 1.436
C -3.126 1.949 0.602
Se -2.400 1.489 -1.159
C -1.433 3.154 -1.443
H -1.244 1.140 3.636
H -0.540 1.910 2.175
H 0.283 0.538 2.952
H -3.659 0.947 2.439
H -4.021 0.012 0.988
H -2.430 2.650 1.060
H -4.075 2.457 0.435
H -0.624 3.233 -0.722
H -2.134 3.978 -1.344
H -1.042 3.145 -2.457
*
```

=====

# C14H21N2O

The ion C14H21N2O with charge +1 (ωB97M-V with the def2-TZVPD basis set, the Open Molecules 2025 dataset).

energy above the lowest of the compared OMol25 structures with the same formula, charge and spin = 253.9 kJ/mol
SMILES = Oc1ccccc1CNCCC[C@@H]1CC=[NH+]C1
E_LUMO = -0.1629 Ha
Kohn-Sham gap = 0.2391 Eh

The geometry in ORCA input format:
```
! RIJCOSX wB97M-V def2-TZVPD def2/J DEFGRID3
* xyz 1 1
O 3.028 -0.001 2.600
C 3.102 -0.426 1.293
C 3.458 -1.732 1.034
C 3.524 -2.169 -0.254
C 3.275 -1.345 -1.320
C 2.915 -0.046 -1.058
C 2.830 0.407 0.237
C 2.385 1.866 0.436
N 1.210 2.103 -0.424
C -0.009 1.922 0.351
C -1.271 2.030 -0.510
C -1.828 0.670 -0.968
C -2.238 -0.256 0.185
C -2.069 -1.733 -0.329
C -3.429 -2.171 -0.740
N -4.322 -1.398 -0.255
C -3.747 -0.311 0.541
H 2.172 0.399 2.783
H 3.673 -2.389 1.869
H 3.794 -3.208 -0.419
H 3.345 -1.659 -2.355
H 2.678 0.637 -1.863
H 3.196 2.557 0.199
H 2.132 2.000 1.496
H 1.261 3.025 -0.838
H -0.069 2.688 1.143
H 0.048 0.951 0.856
H -2.056 2.492 0.107
H -1.149 2.705 -1.359
H -2.726 0.877 -1.567
H -1.103 0.182 -1.621
H -1.758 -0.097 1.149
H -1.262 -1.975 -1.016
H -1.869 -2.323 0.586
H -3.606 -3.040 -1.364
H -5.326 -1.509 -0.362
H -3.993 -0.340 1.602
H -4.194 0.617 0.157
*
```

=====

# C14H21N4O3PS2

An isolated molecule of C14H21N4O3PS2 (ωB97M-V with the def2-TZVPD basis set, the Open Molecules 2025 dataset).

SMILES = N#C[C@@H](P(N)O)[C@@](C#N)(CC=O)CCCSC(=S)N1CCOCC1
E_LUMO = -0.0286 Ha
Kohn-Sham gap = 0.2946 Eh

The geometry in ORCA input format:
```
! RIJCOSX wB97M-V def2-TZVPD def2/J DEFGRID3
* xyz 0 1
N 3.584 1.300 2.693
C 2.918 1.219 1.739
C 2.205 1.001 0.504
P 2.479 2.393 -0.744
N 4.192 2.581 -0.766
O 1.985 3.672 0.163
C 2.435 -0.443 -0.016
C 2.088 -0.453 -1.446
N 1.851 -0.401 -2.591
C 3.912 -0.915 0.103
C 4.620 -1.123 -1.216
O 4.643 -2.189 -1.774
C 1.469 -1.385 0.727
C 0.129 -1.540 0.035
C -0.811 -2.389 0.909
S -2.511 -1.789 0.986
C -2.351 -0.044 1.212
S -1.127 0.568 2.090
N -3.281 0.839 0.631
C -3.067 1.021 -0.817
C -3.757 -0.014 -1.674
O -5.135 -0.062 -1.387
C -5.388 -0.396 -0.050
C -4.675 0.515 0.957
H 1.147 1.095 0.730
H 4.503 2.170 -1.638
H 4.394 3.569 -0.861
H 1.919 3.445 1.094
H 3.925 -1.874 0.589
H 4.522 -0.230 0.679
H 5.172 -0.283 -1.664
H 1.297 -0.939 1.699
H 1.899 -2.364 0.872
H 0.251 -2.063 -0.900
H -0.296 -0.569 -0.167
H -0.880 -3.376 0.477
H -0.374 -2.500 1.892
H -2.003 0.926 -0.991
H -3.375 2.025 -1.065
H -3.665 0.284 -2.707
H -3.279 -0.980 -1.572
H -5.174 -1.438 0.181
H -6.450 -0.264 0.090
H -5.270 1.407 1.091
H -4.665 -0.005 1.904
*
```

=====

# C14H21N5O3S

A cluster of 2 separate species, C14H21N5O3S in total (ωB97M-V with the def2-TZVPD basis set, the Open Molecules 2025 dataset).

energy above the lowest of the compared OMol25 structures with the same formula, charge and spin = 69.7 kJ/mol
SMILES = CNC(=O)[C@H](CC(N)=O)NC(C)=O.NC(=S)Nc1ccccc1
E_LUMO = 0.0213 Ha
Kohn-Sham gap = 0.3208 Eh

The geometry in ORCA input format:
```
! RIJCOSX wB97M-V def2-TZVPD def2/J DEFGRID3
* xyz 0 1
C 0.968 3.315 -2.984
N 0.510 1.940 -3.185
C 0.042 1.056 -2.291
O -0.109 -0.101 -2.671
C -0.251 1.422 -0.806
C -1.234 0.451 -0.117
C -1.297 0.615 1.390
N -2.394 0.242 2.007
O -0.380 1.089 2.036
N -0.674 2.799 -0.511
C -1.719 3.420 -1.059
C -2.052 4.784 -0.503
O -2.402 2.941 -1.953
H 1.496 3.407 -2.034
H 0.116 3.996 -3.003
H 1.652 3.594 -3.788
H 0.600 1.559 -4.114
H 0.712 1.287 -0.310
H -0.929 -0.573 -0.315
H -2.228 0.588 -0.541
H -2.395 0.345 3.005
H -3.157 -0.144 1.486
H -0.209 3.259 0.256
H -2.978 5.132 -0.959
H -1.246 5.477 -0.736
H -2.181 4.712 0.575
N 3.354 -4.011 -0.196
C 3.603 -2.892 0.553
S 5.148 -2.319 0.564
N 2.646 -2.263 1.325
C 1.323 -2.689 1.453
C 0.807 -2.929 2.731
C -0.514 -3.362 2.895
C -1.334 -3.540 1.778
C -0.835 -3.281 0.497
C 0.490 -2.856 0.336
H 2.384 -4.254 -0.368
H 4.067 -4.263 -0.875
H 3.032 -1.691 2.071
H 1.439 -2.791 3.602
H -0.900 -3.557 3.891
H -2.359 -3.878 1.904
H -1.472 -3.405 -0.374
H 0.859 -2.630 -0.661
*
```